# 1
Density functional theory data (wB97M-V/def2-TZVPD) for C35H30AuN2OP2S as an isolated structure at a distorted geometry.

Structure (XYZ):
```
72
Properties=species:S:1:pos:R:3:forces:R:3:mulliken_charge:R:1
Au 1.614 1.104 0.245 0.1908 -0.0771 0.0445 0.54
O 0.708 2.774 -1.154 -0.0278 0.6653 0.2731 -0.68
N -0.084 3.674 -0.602 0.0132 -0.2443 -0.0982 0.66
C -0.173 4.891 -1.196 0.0173 -0.3335 0.1086 -0.34
C -0.997 5.870 -0.701 0.0179 0.0625 -0.1032 -0.70
C -1.764 5.612 0.429 -0.0865 -0.0427 0.0863 -0.43
C -1.680 4.369 1.018 -0.0232 -0.0797 0.0159 -0.73
C -0.825 3.383 0.514 0.0930 0.0651 -0.0813 0.64
S -0.632 1.863 1.337 0.1830 0.1955 0.0115 -0.40
H 0.451 4.999 -2.068 0.0167 -0.0324 0.0034 0.49
H -1.035 6.823 -1.210 0.0168 -0.0414 0.0490 0.44
H -2.414 6.372 0.844 0.0297 -0.0645 -0.0458 0.42
H -2.262 4.121 1.897 0.0597 0.0353 -0.0627 0.47
N -0.472 -1.215 -0.733 -0.0673 0.5246 0.0827 -0.23
P -1.627 -0.060 -0.178 0.0879 -0.3736 -0.3219 0.80
C -3.130 -0.990 0.196 0.0488 -0.0961 0.0302 0.40
C -3.511 -1.134 1.527 0.0196 0.0170 0.0328 -0.14
C -4.611 -1.921 1.851 -0.0319 -0.0015 -0.0148 -0.67
C -5.321 -2.560 0.843 0.0594 0.0407 -0.0532 -0.45
C -4.938 -2.419 -0.491 -0.0511 -0.0225 0.0620 -0.67
C -3.845 -1.634 -0.819 -0.0636 -0.0438 0.0792 -0.59
C -2.044 0.947 -1.621 -0.0265 -0.0650 -0.0293 0.51
C -3.327 1.501 -1.708 -0.0046 -0.0120 -0.0306 -0.68
C -3.674 2.295 -2.793 0.0020 -0.0139 0.1131 -0.71
C -2.740 2.555 -3.789 0.0831 -0.0029 -0.0157 -0.50
C -1.455 2.032 -3.695 0.0166 -0.0234 0.0411 -0.68
C -1.103 1.238 -2.609 -0.0207 -0.0207 -0.1374 -0.40
P 1.086 -1.283 0.046 -0.7774 0.2590 0.5881 0.46
C 0.586 -1.733 1.747 -0.0814 -0.1732 -0.0539 0.74
C -0.259 -2.830 1.961 0.0468 0.1009 0.0289 -0.42
C -0.618 -3.191 3.251 0.0245 0.0356 -0.0530 -0.70
C -0.129 -2.467 4.338 -0.0390 -0.0573 -0.0303 -0.51
C 0.698 -1.373 4.135 0.0177 0.0131 -0.0721 -0.77
C 1.059 -1.007 2.841 -0.0350 -0.0680 -0.0653 -0.25
C 1.760 -2.818 -0.640 0.2454 0.1001 -0.0860 0.65
C 3.092 -3.130 -0.354 0.0078 0.0116 -0.0119 -0.18
C 3.630 -4.341 -0.768 -0.0524 0.0003 0.0001 -0.76
C 2.843 -5.240 -1.483 0.0030 0.0343 0.0044 -0.50
C 1.525 -4.923 -1.787 0.0146 0.0195 0.0184 -0.71
C 0.979 -3.714 -1.370 0.0372 -0.1104 -0.0145 -0.51
H -0.423 -1.226 -1.746 0.0986 -0.1439 -0.1165 0.52
H -2.944 -0.635 2.309 -0.0605 -0.0639 -0.0812 0.41
H -4.912 -2.034 2.887 0.0356 0.0211 -0.1258 0.44
H -6.181 -3.169 1.094 0.0570 0.0284 -0.0209 0.40
H -5.499 -2.921 -1.274 0.0689 0.0646 0.1019 0.41
H -3.552 -1.520 -1.858 -0.0088 0.0059 0.0615 0.43
H -4.059 1.294 -0.934 0.0196 0.0071 -0.0719 0.52
H -4.676 2.703 -2.865 0.1163 -0.0402 0.0315 0.44
H -3.013 3.170 -4.640 0.0221 -0.0653 0.0727 0.42
H -0.720 2.244 -4.466 -0.1026 -0.0344 0.1251 0.45
H -0.083 0.878 -2.529 -0.1118 -0.0316 -0.0364 0.04
H -0.637 -3.396 1.116 0.0268 0.0173 0.0401 0.36
H -1.274 -4.039 3.413 0.0833 0.0790 -0.0202 0.46
H -0.390 -2.766 5.348 -0.0196 0.0477 -0.0911 0.41
H 1.066 -0.805 4.981 0.0048 -0.0471 -0.0829 0.45
H 1.715 -0.159 2.683 0.0187 0.0054 0.0103 0.32
H 3.713 -2.428 0.194 -0.0929 -0.1162 -0.0781 0.09
H 4.662 -4.584 -0.533 -0.1458 0.0504 -0.0417 0.42
H 3.262 -6.188 -1.806 -0.0590 0.1241 0.0386 0.39
H 0.911 -5.624 -2.344 0.0746 0.0848 0.0469 0.41
H -0.055 -3.488 -1.601 0.0490 -0.0197 0.0495 0.38
C 6.385 1.875 0.610 -0.1059 0.0108 -0.0178 -0.49
C 5.883 0.613 0.913 -0.0209 0.0960 -0.0037 -0.63
C 4.524 0.351 0.765 0.0096 0.5032 -0.0979 0.12
C 3.672 1.363 0.320 0.1596 -0.3813 -0.0661 0.27
C 4.170 2.622 -0.003 -0.0718 -0.1052 -0.0322 -0.50
C 5.531 2.875 0.152 0.1155 -0.0313 0.0644 -0.52
H 7.443 2.083 0.733 -0.0896 -0.0292 -0.0342 0.37
H 6.546 -0.170 1.267 -0.0479 0.0905 -0.0250 0.39
H 4.137 -0.625 1.022 -0.0262 -0.0250 0.0277 0.18
H 3.513 3.406 -0.375 0.0866 -0.1362 0.0519 0.38
H 5.924 3.860 -0.086 -0.0473 -0.1462 0.0290 0.38
```
Positions in Å, forces in eV/Å.

Properties
Orbital gap (alpha / beta) in eV: 7.34 / 6.34
DFT total energy in Eh: -2752.77201
LUMO energy (alpha / beta) in eV: -2.3 / -4.6
Charge: +1
HOMO level (alpha / beta) in eV: -9.60 / -10.90
2S+1: 3
Relative energy (zero: lowest compared OMol25 entry of this formula, charge and spin) in kcal per mole: 0.0
Molecular weight in g mol⁻¹: 785.6

# 2
Density functional theory data (wB97M-V/def2-TZVPD) for C35H30ClINNiOPSi as an isolated structure.

Structure (XYZ):
```
72
Properties=species:S:1:pos:R:3:forces:R:3:mulliken_charge:R:1
Ni -0.387 0.756 0.308 -0.0807 -0.2191 0.1417 -0.50
Cl -0.841 7.519 0.617 -0.0131 0.0328 -0.0001 -0.28
C -0.870 5.856 0.108 0.0376 -0.0987 0.0392 0.59
C -1.557 5.499 -1.017 0.0354 -0.0848 0.0067 -0.50
C -1.587 4.162 -1.466 0.1111 0.1950 0.1660 -0.24
I -2.676 3.659 -3.153 -0.0392 -0.0712 -0.0933 0.03
C -0.902 3.159 -0.799 0.1265 0.0600 0.0755 -0.09
O -0.837 1.926 -1.181 -0.2033 0.0027 -0.1019 -0.29
C -0.234 3.550 0.425 -0.0266 -0.1499 -0.1469 0.65
N 0.345 2.531 1.117 -0.1407 -0.0403 0.0166 0.25
C 1.012 2.790 2.217 0.0871 0.0407 0.0234 0.02
C 1.142 4.095 2.725 -0.0126 -0.0802 -0.0782 -1.16
C 0.534 5.128 2.066 -0.0012 0.0067 -0.0025 -0.68
C -0.187 4.878 0.878 -0.0613 0.2187 -0.0854 -0.12
H -2.086 6.255 -1.581 -0.0041 0.0219 0.0150 0.41
H 1.479 1.946 2.712 -0.0200 -0.0050 0.0248 0.44
H 1.712 4.261 3.627 -0.0007 0.0068 0.0172 0.42
H 0.597 6.141 2.440 0.0119 0.0006 0.0025 0.44
C 1.376 -3.945 -3.313 -0.0149 -0.0471 -0.0296 -0.57
C 2.350 -2.968 -3.185 0.0119 0.0089 0.0005 -0.67
C 2.325 -2.097 -2.104 0.0420 0.1316 0.0087 -0.68
C 1.329 -2.170 -1.129 0.0231 -0.0373 0.0271 0.38
C 0.363 -3.170 -1.282 -0.0883 0.0837 0.1309 0.27
C 0.379 -4.047 -2.352 0.0028 -0.0209 -0.0539 -0.74
Si 1.256 -0.934 0.306 -0.0241 0.1326 -0.1568 1.35
C 2.967 -0.129 0.415 0.0477 -0.1015 0.0722 0.05
C 3.206 1.108 -0.184 -0.0850 0.0408 -0.0906 -0.24
C 4.458 1.707 -0.138 -0.0190 0.0190 -0.0131 -0.77
C 5.501 1.078 0.522 0.0715 0.0021 0.0213 -0.45
C 5.289 -0.152 1.128 0.0174 0.0346 -0.0071 -0.62
C 4.037 -0.745 1.070 -0.0827 -0.0859 0.0657 -0.25
C 0.960 -1.939 1.886 0.0275 -0.1189 -0.0233 0.26
C 0.363 -1.328 2.991 -0.0506 0.1343 0.0185 -0.22
C 0.121 -2.015 4.171 -0.0017 -0.0215 0.0383 -0.76
C 0.466 -3.355 4.270 0.0030 -0.0345 0.0122 -0.46
C 1.051 -3.993 3.185 -0.0262 0.0049 0.0580 -0.68
C 1.294 -3.291 2.013 0.0470 0.0063 -0.1073 -0.09
H 1.394 -4.628 -4.153 -0.0004 0.0024 -0.0090 0.39
H 3.134 -2.883 -3.926 0.0109 -0.0033 -0.0088 0.40
H 3.100 -1.344 -2.020 0.0109 0.0104 0.0050 0.36
H -0.421 -3.274 -0.540 -0.0299 0.0104 0.0286 0.15
H -0.386 -4.808 -2.439 -0.0018 -0.0133 -0.0026 0.44
H 2.398 1.616 -0.702 -0.0112 -0.0027 0.0034 0.29
H 4.614 2.666 -0.617 0.0103 0.0165 -0.0045 0.43
H 6.477 1.545 0.565 0.0031 0.0022 -0.0034 0.37
H 6.100 -0.650 1.645 0.0140 -0.0036 0.0065 0.39
H 3.888 -1.705 1.553 -0.0070 -0.0085 0.0019 0.32
H 0.068 -0.282 2.935 0.0271 0.0142 -0.0290 0.08
H -0.338 -1.508 5.011 -0.0065 0.0021 0.0073 0.42
H 0.277 -3.900 5.186 -0.0036 -0.0051 0.0017 0.37
H 1.317 -5.040 3.252 0.0145 -0.0139 0.0014 0.42
H 1.749 -3.807 1.175 -0.0001 -0.0036 -0.0077 0.38
C -2.860 -1.840 1.070 -0.1607 -0.0325 -0.0339 -1.18
P -2.517 -0.285 0.189 0.4971 0.1087 0.0095 1.22
C -3.770 0.876 0.819 -0.1293 -0.0260 0.0469 -1.50
C -2.994 -0.591 -1.531 -0.1183 0.0092 0.0280 0.34
C -1.995 -0.737 -2.486 0.0872 0.0127 -0.0540 0.01
C -2.324 -0.978 -3.810 0.0092 -0.0016 -0.0620 -0.95
C -3.653 -1.057 -4.194 -0.0028 0.0100 -0.0037 -0.56
C -4.658 -0.895 -3.250 -0.0053 0.0052 -0.0041 -0.73
C -4.329 -0.663 -1.925 -0.0080 -0.0682 0.0315 -0.51
H -3.887 -2.166 0.899 0.0084 -0.0114 0.0207 0.47
H -2.687 -1.716 2.139 0.0148 0.0512 0.0148 0.40
H -2.178 -2.608 0.711 0.0275 -0.0192 -0.0158 0.24
H -4.775 0.449 0.831 0.0140 0.0147 -0.0282 0.51
H -3.764 1.768 0.192 0.0138 0.0072 -0.0024 0.37
H -3.507 1.163 1.838 0.0003 -0.0011 0.0007 0.42
H -0.954 -0.640 -2.207 0.0325 -0.0160 0.0708 0.19
H -1.535 -1.090 -4.542 -0.0024 -0.0022 -0.0056 0.47
H -3.908 -1.231 -5.231 -0.0077 -0.0135 -0.0116 0.40
H -5.698 -0.946 -3.546 -0.0082 0.0014 -0.0109 0.41
H -5.125 -0.536 -1.201 0.0000 -0.0009 0.0264 0.25
```
Positions in Å, forces in eV/Å.

Properties
Orbital gap (alpha / beta) in eV: 6.85 / 7.00
DFT total energy in Eh: -4378.82740
LUMO energy (alpha / beta) in eV: -0.2 / -0.5
HOMO level (alpha / beta) in eV: -7.01 / -7.54
2S+1: 3
Relative energy (zero: lowest compared OMol25 entry of this formula, charge and spin) in kcal per mole: 0.6
Molecular weight in g mol⁻¹: 760.7

# 3
Density functional theory data (wB97M-V/def2-TZVPD) for C35H30N8O13Se2Y as an isolated structure at a distorted geometry.

Structure (XYZ):
```
89
Properties=species:S:1:pos:R:3:forces:R:3:mulliken_charge:R:1
Y -0.719 -0.379 -0.079 -1.1282 0.6938 -0.7391 1.46
O 1.784 -1.694 2.927 0.0460 -0.0446 0.1528 -0.71
C 1.270 -1.262 1.921 -0.0999 0.0853 -0.1119 0.71
O 0.088 -0.709 1.839 1.2618 -0.5720 1.6398 -0.14
C 1.969 -1.421 0.509 -0.2313 0.0836 -0.1268 0.48
O 3.023 -2.000 0.423 0.2126 -0.0718 -0.0971 -0.71
O 1.255 -0.934 -0.476 1.5665 -0.4422 0.3244 -0.70
Se -2.792 -0.933 1.789 -0.9433 -0.5303 0.9697 0.09
Se -4.566 -1.710 0.465 -0.0296 0.1874 -0.0135 -0.05
C -4.558 -0.040 -0.480 0.2105 0.2054 0.1593 0.67
C -5.412 0.164 -1.558 -0.0295 -0.1455 0.0046 -0.91
C -5.316 1.353 -2.251 -0.1089 -0.0339 -0.0875 -0.23
C -4.392 2.309 -1.852 0.0451 0.0574 0.0174 -0.92
C -3.601 2.030 -0.755 -0.0171 -0.1921 0.0136 -0.15
N -3.680 0.879 -0.076 -0.0833 0.1024 -0.1966 -0.07
C -2.422 -2.628 2.632 -0.0630 -0.2727 -0.0613 0.77
C -1.374 -2.687 3.547 0.0137 0.1713 0.0649 -0.64
C -1.076 -3.913 4.108 0.0751 0.0234 0.0818 -0.40
C -1.826 -5.026 3.756 -0.0626 -0.0729 -0.0570 -0.51
C -2.865 -4.854 2.858 -0.0312 0.1433 -0.0467 -0.52
N -3.167 -3.675 2.303 0.0268 0.0470 0.0028 -0.46
H -6.098 -0.614 -1.866 0.0204 0.0237 -0.0285 0.38
H -5.947 1.527 -3.116 0.0420 -0.0243 0.0492 0.37
H -4.274 3.241 -2.390 -0.0124 -0.0330 0.0317 0.42
H -2.851 2.733 -0.412 0.0305 -0.0252 0.0083 0.31
H -0.779 -1.810 3.760 0.0069 -0.0377 0.0144 0.51
H -0.246 -3.999 4.799 -0.0138 0.0276 -0.0225 0.43
H -1.608 -6.006 4.162 -0.0347 0.0556 -0.0174 0.41
H -3.488 -5.691 2.560 0.0263 0.0480 -0.0067 0.41
O -3.240 -1.229 -3.458 0.1343 0.0123 0.1212 -0.79
C -2.290 -0.770 -2.833 -0.1819 0.0830 0.0082 -0.10
O -2.019 -1.045 -1.602 -0.8070 -0.3905 -1.3587 -0.28
C -1.324 0.160 -3.544 0.0627 0.0481 0.0536 0.98
C -1.304 0.097 -4.912 -0.0588 -0.0838 -0.1275 -0.26
C -0.407 0.868 -5.646 -0.0501 -0.1883 -0.2804 -0.73
C 0.475 1.705 -5.019 0.2009 0.1208 0.0025 -0.30
C 0.460 1.806 -3.642 0.1701 -0.0256 0.1068 -0.86
C -0.453 1.055 -2.825 0.0004 0.1496 0.0916 0.41
O -0.531 1.188 -1.555 0.2666 0.6280 -0.9441 -0.30
N 1.440 2.743 -3.076 -0.5208 0.4574 -0.1288 0.97
O 2.123 3.400 -3.853 0.0436 -0.2833 0.0399 -0.73
O 1.485 2.901 -1.873 0.1258 -0.1978 0.2077 -0.52
N -0.392 0.785 -7.108 -0.2749 0.2890 0.1047 1.08
O -1.215 0.065 -7.647 0.1378 -0.0671 0.0604 -0.65
O 0.406 1.479 -7.718 0.0296 -0.1508 0.0910 -0.66
H -1.996 -0.566 -5.413 -0.0056 -0.0032 0.0195 0.64
H 1.179 2.286 -5.589 0.0327 0.0392 -0.0199 0.67
N 2.642 -6.737 -0.955 -0.1869 0.0410 0.0400 -0.36
C 1.352 -6.675 -1.389 -0.0141 -0.1070 0.0500 0.05
O 0.847 -7.528 -2.095 0.1042 0.0950 0.0269 -0.63
C 0.584 -5.476 -0.909 0.1276 -0.1152 -0.0036 0.97
C -0.323 -4.861 -1.754 -0.0457 0.0116 -0.1126 -1.13
C -0.948 -3.701 -1.333 -0.1054 0.0791 0.0978 -0.49
N -0.738 -3.145 -0.132 0.1636 -0.2333 0.0041 0.67
C 0.069 -3.804 0.706 -0.0758 0.0663 -0.0797 -0.34
C 0.757 -4.953 0.361 0.0775 -0.0302 0.1060 -1.63
H 3.215 -7.493 -1.286 0.0147 -0.0203 -0.0528 0.22
H 3.081 -5.946 -0.517 -0.0053 0.0272 -0.0350 0.21
H -0.512 -5.261 -2.741 0.0000 0.0003 0.0526 0.49
H -1.643 -3.180 -1.978 0.0292 0.0179 0.0249 0.49
H 0.201 -3.389 1.695 0.0014 0.0430 -0.0493 0.81
H 1.424 -5.407 1.084 -0.0464 0.0261 -0.0552 0.53
C 5.410 4.304 3.057 0.0287 0.0144 0.0236 -1.04
C 4.853 3.392 1.970 -0.0977 0.1213 0.0960 -0.68
N 3.405 3.487 1.789 -0.1319 0.0101 -0.1575 0.38
C 2.880 4.483 0.843 0.2299 -0.0349 0.3110 -0.20
C 2.549 5.827 1.484 0.0171 0.0028 0.0973 -1.17
C 2.637 2.813 2.687 0.0050 0.2259 0.1600 0.21
O 3.107 2.289 3.688 -0.0386 -0.0119 -0.1954 -0.65
C 1.147 2.707 2.468 0.1241 -0.0455 -0.0203 -0.15
C 0.304 3.019 3.524 -0.0266 0.1000 0.0988 -0.60
C -1.056 2.801 3.396 0.0278 0.0566 0.1017 -1.48
C -1.521 2.208 2.236 -0.0281 0.0270 -0.0881 -0.30
N -0.722 1.861 1.229 0.0897 0.0346 0.2349 0.77
C 0.584 2.124 1.344 0.0225 0.2207 -0.2410 -0.10
H 6.486 4.140 3.164 -0.0567 0.0176 -0.0077 0.39
H 4.933 4.078 4.011 0.0215 0.0193 -0.0343 0.27
H 5.252 5.358 2.821 0.0203 -0.0384 0.0075 0.25
H 5.082 2.359 2.217 0.0071 -0.0811 0.0168 0.37
H 5.310 3.618 1.008 0.0322 -0.0063 -0.0691 0.42
H 2.009 4.102 0.341 -0.3441 -0.2549 -0.1571 -0.05
H 3.632 4.610 0.068 0.0541 -0.0171 -0.0614 0.49
H 1.809 5.698 2.280 0.0485 0.0285 -0.0661 0.21
H 2.129 6.506 0.736 0.0386 -0.0669 0.0529 0.42
H 3.435 6.298 1.917 -0.0873 -0.0276 -0.0296 0.30
H 0.726 3.423 4.436 -0.0107 -0.0211 0.0072 0.53
H -1.745 3.049 4.193 0.0303 -0.0125 -0.0404 0.45
H -2.571 1.980 2.109 -0.0559 -0.0261 -0.0179 0.45
H 1.199 1.845 0.493 0.0409 -0.0304 -0.0060 0.76
```
Positions in Å, forces in eV/Å.

Properties
Orbital gap in eV: 8.00
DFT total energy in Eh: -7609.36186
LUMO energy in eV: 2.0
Charge: -1
HOMO level in eV: -6.00
2S+1: 1
Relative energy (zero: lowest compared OMol25 entry of this formula, charge and spin) in kcal per mole: 0.0
Molecular weight in g mol⁻¹: 1017.5